C48H119N7O5 | ωB97M-V/def2-TZVPD

Output
Orbital gap   3.757 eV
Net charge   +6
Calculated total energy   -72308.907 eV
E_LUMO   -8.893 eV
HOMO level   -0.4649 Eh

Structure (XYZ):
```
179
Properties=species:S:1:pos:R:3:forces:R:3
C 0.4266 1.3188 1.1353 2.599 -2.148 -0.512
O 1.6216 0.7352 0.5957 -1.025 1.288 0.290
H -0.3682 1.3267 0.3894 -0.670 0.081 -0.044
H 0.2197 0.6630 1.9811 -1.208 -0.242 0.480
H 0.4832 2.2987 1.6092 0.338 0.876 -0.169
C -2.6085 -0.4343 -6.0164 0.196 0.171 -0.148
C -2.1120 -1.8067 -6.5779 -1.146 -0.497 0.410
C -3.3202 -2.7796 -6.7706 -0.247 -0.128 -0.611
N -3.0349 -4.2768 -7.1918 -2.395 -1.208 0.484
C -4.4049 -5.0981 -7.3436 0.474 2.234 0.510
C -4.2083 -6.4843 -7.7929 0.300 -2.406 0.370
C -3.5329 -6.6141 -9.1211 1.071 0.938 -1.224
C -2.2017 -5.7812 -9.0475 -0.879 0.734 0.366
C -2.4502 -4.3329 -8.5575 1.095 -0.199 -0.218
C -2.2103 -4.9831 -6.1606 1.018 1.642 0.753
H -1.8440 0.1893 -5.5529 0.657 -0.386 -0.362
H -3.3200 -0.4533 -5.1909 -0.402 -0.668 -0.259
H -3.0089 0.1932 -6.8127 -0.244 -0.195 -0.007
H -1.4188 -2.2782 -5.8813 0.269 0.172 -0.133
H -1.6817 -1.6691 -7.5698 0.419 0.130 0.271
H -3.9424 -2.4024 -7.5822 0.066 -0.070 -0.198
H -3.9938 -2.7558 -5.9140 0.307 -0.556 0.274
H -4.9141 -4.4943 -8.0948 -0.353 -0.137 0.091
H -4.9224 -5.0311 -6.3867 0.064 0.096 -0.035
H -5.1563 -7.0223 -7.7936 -0.383 0.412 -0.141
H -3.6562 -7.1117 -7.0932 0.189 0.325 0.498
H -4.2668 -6.3017 -9.8640 0.395 0.631 -0.399
H -3.2649 -7.6085 -9.4781 -0.159 -0.252 0.684
H -1.6248 -5.6676 -9.9653 -0.263 -0.371 -0.140
H -1.5586 -6.2577 -8.3077 0.169 -0.217 -0.132
H -3.0645 -3.7981 -9.2819 -0.373 0.045 0.348
H -1.5366 -3.7491 -8.4460 0.323 -0.246 -0.398
H -1.1996 -4.6439 -6.3877 0.207 -0.276 0.390
H -2.2023 -6.0561 -5.9691 -0.571 0.027 -1.198
H -2.5022 -4.5674 -5.1961 0.030 0.228 -0.032
C 0.8793 13.6152 1.4432 -0.790 -0.632 0.061
C 1.8694 12.7432 0.7417 1.928 0.355 -0.992
C 1.3243 11.4191 0.2443 0.629 -0.247 0.301
N 2.3180 10.5896 -0.6077 -0.500 -0.576 -1.123
C 1.7653 9.1185 -0.7021 -0.366 0.477 0.302
C 2.3462 8.1376 -1.7701 -0.643 0.672 0.181
C 2.2051 8.8999 -3.0873 1.533 0.842 0.299
C 3.0503 10.2244 -2.9432 -0.697 -0.217 -0.130
C 2.3438 11.2501 -2.0577 0.952 -1.259 0.589
C 3.7790 10.5153 -0.0012 -2.301 0.093 -1.351
H 0.2010 12.9157 1.9317 -0.316 0.496 0.618
H 0.2993 14.1729 0.7078 -0.016 0.193 0.247
H 1.3839 14.2703 2.1534 -0.341 -0.007 -0.079
H 2.7408 12.5642 1.3715 -0.119 -0.243 0.316
H 2.3017 13.3574 -0.0483 -0.005 -0.222 -0.490
H 0.4003 11.5377 -0.3216 0.172 -0.079 -0.249
H 1.0849 10.8432 1.1382 0.021 -0.371 -0.078
H 0.7048 9.2442 -0.9204 -0.025 0.187 -0.290
H 1.7408 8.7494 0.3232 0.565 -0.114 0.015
H 1.7018 7.2585 -1.7782 -0.196 0.020 0.250
H 3.3339 7.7396 -1.5374 0.189 0.440 -0.108
H 1.1426 9.0785 -3.2527 -0.024 0.435 -0.003
H 2.5607 8.4636 -4.0207 0.079 -0.735 0.431
H 3.2791 10.5095 -3.9701 -0.113 0.861 0.293
H 4.0051 10.0992 -2.4326 0.194 -0.750 -0.517
H 1.3532 11.4268 -2.4766 -0.180 0.222 0.780
H 2.9254 12.1507 -1.8605 -0.304 0.127 -0.511
H 4.2997 11.3990 -0.3700 0.012 0.107 0.755
H 4.2440 9.6519 -0.4772 -0.061 -0.039 0.537
H 3.5646 10.4097 1.0623 0.780 0.144 -0.089
C -3.3447 -4.8720 10.3603 -1.665 -0.435 -1.099
C -3.7914 -5.4374 8.8901 1.950 0.691 0.517
C -3.4749 -4.4493 7.7053 0.346 -1.372 0.649
N -4.1788 -4.6960 6.3356 0.293 0.790 -0.274
C -3.5340 -3.6116 5.4680 -2.269 -0.195 -1.396
C -4.2879 -3.3711 4.0933 1.417 0.858 1.362
C -5.7909 -3.2043 4.2629 -0.325 -0.094 -0.609
C -6.4189 -4.2610 5.1086 0.589 -2.026 -0.060
C -5.6800 -4.4582 6.4724 -1.005 0.222 -0.263
C -3.8991 -6.0897 5.7584 -0.205 0.265 1.615
H -2.3002 -4.7914 10.6614 0.057 -0.451 -0.663
H -3.8841 -5.5453 11.0264 0.468 -0.129 0.243
H -3.7948 -3.9087 10.6001 -0.095 0.191 -0.449
H -4.7949 -5.8551 8.9723 -0.225 0.681 -0.205
H -3.1708 -6.3100 8.6865 0.027 -0.175 0.202
H -2.4251 -4.4959 7.4156 0.193 -0.684 0.216
H -3.4761 -3.4179 8.0578 -1.284 0.220 -0.502
H -3.7496 -2.7236 6.0622 0.852 0.175 -0.130
H -2.4977 -3.9018 5.2948 -0.048 0.393 0.379
H -3.8287 -2.4572 3.7163 -0.141 0.476 0.248
H -3.9254 -4.0208 3.2967 -0.704 -0.845 0.247
H -6.2332 -2.3348 4.7492 1.216 1.000 -0.285
H -6.2159 -3.2245 3.2594 -0.248 -0.008 0.044
H -7.4926 -4.0735 5.1185 0.053 0.112 1.057
H -6.4004 -5.2104 4.5734 0.241 -0.350 0.030
H -5.8374 -3.6112 7.1401 0.416 0.372 -0.219
H -6.1059 -5.2746 7.0557 0.191 -0.296 -0.317
H -2.8313 -6.3042 5.7151 0.027 0.463 0.015
H -4.3549 -6.2830 4.7873 -0.163 0.480 0.252
H -4.3125 -6.7323 6.5358 -0.074 -0.399 -0.414
C -5.3030 3.9705 4.4100 0.391 1.097 -1.607
N -5.6514 4.8104 3.1864 -0.618 0.110 -0.944
C -4.5725 5.8789 2.9999 -0.916 -0.949 0.408
C -5.7305 3.9137 1.8541 -0.588 0.517 2.371
C -7.0159 5.5778 3.3173 0.534 -2.059 -0.370
C -7.4655 5.8985 4.7014 1.225 0.808 1.183
O -6.5262 6.7885 5.2890 0.203 1.076 -0.241
H -4.3867 3.4910 4.0657 -0.025 -0.354 0.604
H -6.0901 3.2588 4.6592 0.108 0.247 0.026
H -5.0782 4.7458 5.1424 -0.173 -0.614 0.524
H -4.5799 6.5556 3.8543 -0.125 -0.184 0.048
H -4.9237 6.4301 2.1275 0.873 -0.076 -0.174
H -3.6357 5.3228 2.9655 0.112 0.482 -0.574
H -5.8089 4.5797 0.9949 0.230 -0.230 0.138
H -6.6348 3.3214 1.9937 -0.156 0.241 -0.241
H -4.9365 3.1669 1.8595 0.450 0.656 -0.195
H -7.7293 4.8390 2.9523 -0.203 0.406 -0.472
H -6.8806 6.4440 2.6697 -0.529 -0.049 0.157
H -7.4031 5.1190 5.4608 -1.035 -0.984 -0.838
H -8.4476 6.3672 4.6396 -0.157 -0.333 -0.029
H -7.0359 7.4259 5.7944 0.295 0.301 0.260
C 0.8784 -9.5923 -1.4001 -0.701 0.458 1.573
N 1.0420 -8.5796 -0.2605 -0.103 0.558 0.645
C -0.3467 -7.9887 0.1812 0.896 -0.396 -1.983
C 1.6139 -9.3559 0.9702 -0.606 1.012 -0.864
C 2.0610 -7.5119 -0.7711 1.031 -0.655 0.901
C 2.1599 -6.1789 -0.0176 -0.245 -0.766 -0.899
O 1.1527 -5.3609 -0.4904 -1.978 0.890 -0.359
H 0.3269 -9.1160 -2.2107 0.574 0.000 -0.162
H 0.2321 -10.3707 -0.9946 0.195 -0.210 -0.119
H 1.8791 -9.9820 -1.5869 -0.293 0.084 -0.518
H -1.0811 -8.7892 0.2709 0.458 -0.280 0.527
H -0.6859 -7.4623 -0.7109 0.081 0.547 0.307
H -0.2752 -7.3412 1.0551 0.232 -0.226 -0.223
H 2.0130 -8.6662 1.7139 -0.055 0.186 -0.253
H 2.4119 -10.0153 0.6291 -0.310 -0.121 0.079
H 0.7312 -9.8321 1.3971 0.431 -0.474 -0.049
H 2.0619 -7.3396 -1.8474 -1.216 0.020 -0.006
H 3.0063 -8.0505 -0.7040 0.178 -0.007 0.512
H 3.0219 -5.6183 -0.3791 1.120 -1.003 0.848
H 2.0246 -6.2938 1.0579 0.793 -0.163 0.210
H 1.3607 -4.4853 -0.1563 -0.391 0.398 -0.133
C 4.7351 -2.2190 -8.2033 0.983 0.458 1.273
N 6.0302 -1.7311 -7.4415 -1.961 -0.421 -0.213
C 6.3837 -2.8599 -6.4659 0.563 -0.282 -0.798
C 7.0915 -1.6411 -8.4985 -0.174 0.675 0.548
C 5.8471 -0.3063 -6.7701 -1.163 -0.212 -0.375
C 4.9952 -0.1982 -5.5077 -0.357 1.003 -1.192
O 5.5323 -0.8331 -4.4329 0.310 -0.920 1.250
H 5.0171 -3.0824 -8.8060 0.048 -0.009 0.272
H 4.3491 -1.4527 -8.8755 0.133 0.164 0.348
H 4.0515 -2.4971 -7.4011 -0.262 0.091 -0.421
H 7.2723 -2.6321 -5.8772 -0.219 0.368 -0.061
H 6.6364 -3.6967 -7.1170 0.137 0.010 -0.036
H 5.5884 -3.2434 -5.8267 -0.237 0.891 -0.085
H 7.2019 -2.5433 -9.1001 0.078 -0.323 0.703
H 7.9577 -1.3649 -7.8972 0.458 0.053 -0.939
H 6.7448 -0.9068 -9.2257 0.422 0.461 0.305
H 5.2653 0.3477 -7.4196 0.120 -0.485 -0.871
H 6.8034 0.2140 -6.7150 0.268 -0.690 0.407
H 3.9284 -0.3861 -5.6289 -0.198 -1.182 -0.702
H 4.8445 0.8618 -5.3035 0.899 0.689 -0.224
H 4.8887 -0.6692 -3.7397 0.306 -0.273 0.724
C 7.1709 2.1581 6.4372 -0.975 -1.365 0.604
N 6.6514 1.3539 5.2446 -1.352 1.087 -1.768
C 6.4845 2.3448 4.0903 -0.601 0.401 0.488
C 7.6240 0.2710 4.8092 -0.939 0.697 0.855
C 5.1835 0.7651 5.4635 0.975 -1.735 1.382
C 4.9040 0.0103 6.8673 1.991 0.989 0.364
O 5.8873 -0.9357 7.3822 -0.567 0.528 -1.220
H 6.2700 2.6348 6.8237 0.446 0.681 -0.102
H 8.0429 2.7863 6.2554 -0.471 0.126 -0.657
H 7.4782 1.4778 7.2315 -0.062 -0.360 -0.188
H 5.6891 3.0444 4.3471 0.444 0.370 0.554
H 6.0446 1.9504 3.1743 0.659 -0.900 0.055
H 7.4381 2.8517 3.9426 -0.192 -0.098 -0.167
H 7.2662 -0.2533 3.9231 -0.416 -0.101 0.365
H 7.5963 -0.2815 5.7483 1.094 -0.788 -0.583
H 8.5552 0.7405 4.4918 0.135 -0.050 0.684
H 5.0383 0.0423 4.6606 0.367 -0.040 -0.097
H 4.4050 1.5040 5.2733 0.444 0.456 0.409
H 3.8675 -0.3265 6.8826 0.120 -0.378 -0.322
H 5.0342 0.6812 7.7164 -0.707 0.775 -0.425
H 6.1153 -1.6484 6.7807 -0.344 -0.263 -0.225
```
Positions in Å, forces in eV/Å.

Mulliken population analysis, charges in e, atoms 1 to 99:
1. C -0.496
2. O -0.915
3. H 0.151
4. H 0.122
5. H 0.149
6. C -1.362
7. C -0.133
8. C -0.888
9. N 0.230
10. C -0.602
11. C -0.592
12. C -0.782
13. C -0.674
14. C -0.713
15. C -1.082
16. H 0.378
17. H 0.362
18. H 0.367
19. H 0.320
20. H 0.308
21. H 0.346
22. H 0.500
23. H 0.426
24. H 0.469
25. H 0.433
26. H 0.237
27. H 0.337
28. H 0.401
29. H 0.409
30. H 0.303
31. H 0.400
32. H 0.461
33. H 0.465
34. H 0.341
35. H 0.335
36. C -1.329
37. C -0.247
38. C -0.712
39. N 0.086
40. C -0.663
41. C -0.699
42. C -0.623
43. C -0.529
44. C -0.604
45. C -1.073
46. H 0.344
47. H 0.351
48. H 0.356
49. H 0.364
50. H 0.269
51. H 0.288
52. H 0.509
53. H 0.458
54. H 0.469
55. H 0.371
56. H 0.300
57. H 0.302
58. H 0.358
59. H 0.419
60. H 0.234
61. H 0.319
62. H 0.446
63. H 0.339
64. H 0.532
65. H 0.365
66. C -1.339
67. C -0.527
68. C -0.746
69. N 0.134
70. C -0.644
71. C -0.835
72. C -0.542
73. C -0.769
74. C -0.704
75. C -0.930
76. H 0.364
77. H 0.376
78. H 0.370
79. H 0.388
80. H 0.367
81. H 0.498
82. H 0.475
83. H 0.433
84. H 0.459
85. H 0.430
86. H 0.369
87. H 0.288
88. H 0.346
89. H 0.443
90. H 0.294
91. H 0.420
92. H 0.456
93. H 0.340
94. H 0.369
95. H 0.414
96. C -1.057
97. N -0.098
98. C -0.926
99. C -0.805